Entry 1:
This record from OMol25 describes C39H57BN7SV as an isolated structure. The level of theory is wB97M-V/def2-TZVPD.

Its calculated total energy is -88976.281 eV. For the HOMO-LUMO gap (spin up / spin down), the calculation gives 6.31 / 7.13 eV. As for the expectation value of S²: 0.7754. The strongest force on any atom comes out at 0.0133 Eh/bohr. The value obtained for the energy above the lowest of the compared OMol25 structures with the same formula, charge and spin is 0.000 eV.

Geometry as ORCA input:
```
! RIJCOSX wB97M-V def2-TZVPD def2/J DEFGRID3
* xyz 3 2
V -0.446 -0.086 -0.590
C -1.294 -3.580 -3.379
C -1.988 -2.561 -2.468
C -1.554 -1.134 -2.790
C -1.698 -2.845 -1.029
C -1.881 -3.939 -0.215
C -1.344 -3.600 1.041
C -1.350 -4.492 2.246
C -2.258 -3.931 3.345
C 0.053 -4.848 2.751
N -0.863 -2.343 0.971
N -1.096 -1.882 -0.301
B -0.035 -1.452 1.982
N -0.784 -0.088 2.168
N -1.283 0.503 1.011
C -2.320 1.334 1.373
C -2.418 1.311 2.733
C -1.417 0.431 3.220
C -1.115 0.306 4.685
C -0.483 1.655 5.098
C -0.246 -0.838 5.192
C -3.175 2.060 0.373
C -4.553 2.359 0.970
C -2.524 3.364 -0.102
N 1.326 -1.150 1.326
N 1.283 -0.681 0.036
C 2.482 -0.957 -0.550
C 3.302 -1.531 0.397
C 2.543 -1.655 1.567
C 2.975 -2.181 2.897
C 3.672 -1.050 3.669
C 3.888 -3.396 2.743
C 2.761 -0.720 -1.999
C 3.959 0.212 -2.178
C 2.984 -2.059 -2.711
H -1.539 -3.387 -4.423
H -0.209 -3.531 -3.262
H -1.612 -4.594 -3.144
H -3.068 -2.636 -2.621
H -0.451 -1.037 -2.691
H -1.760 -0.847 -3.821
H -2.098 -0.394 -2.176
H -2.342 -4.880 -0.466
H -1.805 -5.417 1.887
H -1.899 -2.969 3.711
H -3.280 -3.803 2.987
H -2.282 -4.623 4.186
H 0.506 -4.032 3.314
H -0.019 -5.704 3.419
H 0.718 -5.123 1.930
H 0.072 -2.022 2.999
H -3.113 1.863 3.343
H -2.094 0.242 5.167
H 0.492 1.781 4.623
H -1.109 2.507 4.838
H -0.337 1.662 6.177
H 0.765 -0.792 4.782
H -0.160 -0.734 6.273
H -0.669 -1.820 4.995
H -3.324 1.380 -0.478
H -4.473 3.050 1.810
H -5.180 2.836 0.218
H -5.055 1.453 1.308
H -2.271 3.997 0.749
H -1.625 3.195 -0.692
H -3.223 3.917 -0.731
H 4.323 -1.847 0.259
H 2.080 -2.475 3.448
H 4.581 -0.732 3.156
H 3.025 -0.180 3.789
H 3.955 -1.406 4.659
H 4.835 -3.122 2.274
H 4.121 -3.806 3.725
H 3.423 -4.183 2.149
H 1.875 -0.254 -2.438
H 4.878 -0.281 -1.858
H 4.083 0.479 -3.228
H 3.853 1.119 -1.580
H 3.860 -2.569 -2.310
H 2.126 -2.725 -2.592
H 3.150 -1.897 -3.776
N -0.011 1.424 -1.625
S 0.691 2.087 -2.991
C 1.386 3.617 -2.465
C 0.576 4.689 -2.082
C 1.184 5.873 -1.715
C 2.573 5.986 -1.754
C 3.364 4.923 -2.165
C 2.772 3.722 -2.527
C -0.696 2.579 -4.001
C -2.015 2.351 -3.644
C -3.014 2.738 -4.527
C -2.683 3.332 -5.737
C -1.353 3.549 -6.077
C -0.343 3.167 -5.211
H 0.007 2.128 -0.877
H -0.503 4.606 -2.111
H 0.583 6.723 -1.422
H 3.038 6.924 -1.479
H 4.439 5.032 -2.216
H 3.372 2.891 -2.871
H -2.267 1.907 -2.689
H -4.051 2.579 -4.266
H -3.467 3.630 -6.422
H -1.100 4.014 -7.020
H 0.695 3.335 -5.475
*
```

=====

Entry 2:
This record from OMol25 describes C43H39As2N6SSn as an isolated structure in a non-equilibrium geometry. The level of theory is wB97M-V/def2-TZVPD.

Its calculated total energy is -192482.614 eV. For the HOMO-LUMO gap (spin up / spin down), the calculation gives 4.55 / 5.23 eV. The strongest force on any atom comes out at 0.0316 Eh/bohr. The value obtained for the energy above the lowest of the compared OMol25 structures with the same formula, charge and spin is 1.860 eV.

Geometry as ORCA input:
```
! RIJCOSX wB97M-V def2-TZVPD def2/J DEFGRID3
* xyz 3 1
Sn -0.442 0.777 -1.353
N -0.478 -3.565 -3.353
C -0.749 -2.561 -2.536
S 0.567 -1.663 -1.837
N -1.994 -2.314 -2.233
N -2.371 -1.310 -1.502
C -3.592 -0.909 -1.469
C -3.985 0.256 -0.718
C -5.343 0.575 -0.603
C -5.716 1.648 0.188
C -4.719 2.374 0.826
C -3.391 2.038 0.587
N -3.017 1.006 -0.159
H 0.468 -3.803 -3.601
H -1.233 -4.138 -3.702
H -4.360 -1.421 -2.047
H -6.082 -0.018 -1.116
H -6.757 1.898 0.322
H -4.971 3.186 1.488
H -2.584 2.610 1.025
C 0.479 5.329 -0.308
C 1.235 5.812 -1.366
C 1.657 4.918 -2.336
C 1.297 3.575 -2.239
N 0.579 3.121 -1.203
C 0.191 3.979 -0.268
C 1.586 2.612 -3.315
C 2.512 2.884 -4.321
C 2.617 2.027 -5.403
C 1.799 0.909 -5.449
C 0.955 0.671 -4.382
N 0.857 1.485 -3.334
H 0.113 5.989 0.458
H 1.472 6.862 -1.449
H 2.228 5.283 -3.173
H -0.380 3.553 0.545
H 3.146 3.755 -4.271
H 3.308 2.243 -6.204
H 1.827 0.238 -6.292
H 0.313 -0.202 -4.360
C 1.650 -1.159 2.056
C 0.287 -1.686 2.406
As -1.094 -1.907 0.978
C -2.607 -2.103 2.207
C -2.549 -3.235 3.020
C -3.498 -3.407 4.012
C -4.508 -2.477 4.188
C -4.559 -1.348 3.387
C -3.600 -1.159 2.402
C -0.878 -3.725 0.356
C -2.025 -4.469 0.086
C -1.912 -5.797 -0.280
C -0.656 -6.379 -0.395
C 0.490 -5.630 -0.160
C 0.382 -4.295 0.191
As 1.727 0.332 0.714
C 3.594 0.093 0.220
C 4.529 0.209 1.251
C 5.867 -0.023 0.990
C 6.280 -0.366 -0.287
C 5.351 -0.497 -1.307
C 4.006 -0.269 -1.054
C 1.725 1.939 1.783
C 0.630 2.200 2.604
C 0.570 3.377 3.327
C 1.596 4.307 3.210
C 2.679 4.059 2.379
C 2.738 2.885 1.652
H 2.290 -1.937 1.630
H 2.142 -0.780 2.961
H -0.195 -1.049 3.154
H 0.359 -2.700 2.817
H -1.762 -3.973 2.893
H -3.434 -4.282 4.644
H -5.257 -2.633 4.949
H -5.333 -0.609 3.528
H -3.625 -0.261 1.805
H -3.003 -4.000 0.176
H -2.801 -6.376 -0.476
H -0.569 -7.415 -0.683
H 1.464 -6.085 -0.257
H 1.273 -3.692 0.321
H 4.206 0.479 2.251
H 6.581 0.068 1.794
H 7.327 -0.534 -0.484
H 5.675 -0.776 -2.297
H 3.271 -0.383 -1.848
H -0.180 1.473 2.655
H -0.277 3.582 3.964
H 1.542 5.236 3.754
H 3.475 4.782 2.288
H 3.570 2.688 0.984
*
```

=====

Entry 3:
This record from OMol25 describes one molecule with the formula C3H8N2OS in a non-equilibrium geometry. The level of theory is wB97M-V/def2-TZVPD.

As for the SMILES: NC(=O)NCCS. Its calculated total energy is -19103.304 eV. For the HOMO-LUMO gap, the calculation gives 9.94 eV. The strongest force on any atom comes out at 0.0704 Eh/bohr. The value obtained for the energy above the lowest of the compared OMol25 structures with the same formula, charge and spin is 1.198 eV.

Geometry as ORCA input:
```
! RIJCOSX wB97M-V def2-TZVPD def2/J DEFGRID3
* xyz 0 1
C -0.096 -0.794 0.451
C -0.797 0.112 1.488
S -2.295 -0.694 2.156
N 1.221 -0.328 0.045
C 1.468 0.418 -1.171
N 0.414 0.594 -2.030
O 2.546 1.059 -1.300
H -0.114 -1.763 0.945
H -0.734 -0.772 -0.507
H -1.042 1.129 0.992
H -0.159 0.316 2.441
H -3.116 -0.364 1.206
H 2.159 -0.471 0.423
H 0.397 1.580 -2.332
H 0.148 -0.021 -2.808
*
```

=====

Entry 4:
This record from OMol25 describes C4H10AlBBeBrCl3N2O10S4 as an isolated structure in a non-equilibrium geometry. The level of theory is wB97M-V/def2-TZVPD.

Its calculated total energy is -186370.977 eV. For the HOMO-LUMO gap, the calculation gives 3.51 eV. The strongest force on any atom comes out at 0.0629 Eh/bohr.

Geometry as ORCA input:
```
! RIJCOSX wB97M-V def2-TZVPD def2/J DEFGRID3
* xyz 0 1
C -1.812 3.059 0.156
B -3.029 2.464 -0.653
O -4.281 2.525 -0.163
S -2.840 1.689 -2.396
O -2.246 2.698 -3.233
O -4.160 1.305 -2.812
N -1.981 0.256 -2.386
S -0.622 0.249 -1.717
O 0.104 -1.032 -2.120
O 0.222 1.381 -1.891
N -0.862 -0.109 -0.039
C -1.594 -1.077 0.070
S -2.567 -2.281 0.126
H -0.825 2.766 -0.198
H -1.850 2.770 1.203
H -1.883 4.162 0.088
H -4.543 1.785 0.394
Al 1.900 -1.599 -2.047
O -5.559 3.668 4.667
Cl -5.527 3.805 3.265
O -6.724 4.316 2.729
O -5.069 2.639 2.607
O -4.440 4.938 3.030
C 6.000 -3.334 1.393
S 5.704 -2.841 -0.305
O 4.231 -2.933 -0.523
C 6.441 -4.288 -1.066
H 5.560 -2.557 2.059
H 5.519 -4.293 1.592
H 7.073 -3.402 1.576
H 5.935 -5.186 -0.711
H 7.502 -4.324 -0.820
H 6.319 -4.198 -2.144
Br -0.463 -1.584 -4.485
Be 4.081 -2.364 3.242
Cl -0.619 -3.685 -0.326
Cl -3.094 4.611 1.836
*
```

=====

Entry 5:
This record from OMol25 describes one molecule with the formula C3H3N2OP in a non-equilibrium geometry. The level of theory is wB97M-V/def2-TZVPD.

Its calculated total energy is -17471.577 eV. For the HOMO-LUMO gap (spin up / spin down), the calculation gives 6.97 / 8.27 eV. The strongest force on any atom comes out at 0.0792 Eh/bohr. The value obtained for the energy above the lowest of the compared OMol25 structures with the same formula, charge and spin is 3.790 eV.

Geometry as ORCA input:
```
! RIJCOSX wB97M-V def2-TZVPD def2/J DEFGRID3
* xyz 0 1
C 2.741 -0.749 0.212
C -0.470 -0.305 1.599
C -0.466 0.675 -0.608
N 3.359 -1.688 0.459
N -0.921 -0.011 0.534
O 0.906 1.073 -0.773
P 2.198 0.916 0.165
H 0.528 -0.246 1.962
H -1.124 1.648 -0.648
H -0.843 0.130 -1.534
*
```

=====

Entry 6:
This record from OMol25 describes a 2-piece molecular cluster, C4H7NO3 overall in a non-equilibrium geometry. The level of theory is wB97M-V/def2-TZVPD.

Its calculated total energy is -11888.909 eV. For the HOMO-LUMO gap, the calculation gives 3.48 eV. The strongest force on any atom comes out at 0.0289 Eh/bohr. The value obtained for the energy above the lowest of the compared OMol25 structures with the same formula, charge and spin is 6.368 eV.

Geometry as ORCA input:
```
! RIJCOSX wB97M-V def2-TZVPD def2/J DEFGRID3
* xyz 0 1
C -1.814 -2.520 -0.343
N -0.937 -3.312 0.210
C -0.433 1.123 0.378
C 0.594 2.083 0.442
C 1.914 1.811 -0.136
O 2.153 0.553 -0.509
O 2.763 2.672 -0.222
O -1.792 -1.265 -0.202
H -2.637 -2.941 -0.951
H -1.247 -4.278 0.124
H -1.362 1.530 0.768
H -0.587 0.649 -0.614
H -0.202 0.229 1.006
H 0.498 3.096 0.815
H 3.089 0.569 -0.766
*
```